1.
ORCA calculation (ωB97M-V/def2-TZVPD) on a structure of composition C27H43N2OP2Ru in a non-equilibrium geometry.

Properties
E_LUMO (alpha / beta): -9.1 / -13.3 eV
HOMO level (alpha / beta): -17.272 / -17.425 eV
strongest force on any atom: 2.978 eV Å⁻¹
orbital gap (alpha / beta): 0.301 / 0.151 hartree
net charge: +3
spin multiplicity: 5

Each line ends with the Löwdin spin population.
Positions of all 76 atoms, in Å:
Ru (-0.16863, 0.25380, 0.04516)  1.963
C (-0.18705, 3.58315, -1.58751)  0.003
C (0.04040, 2.39466, -2.53428)  0.025
C (0.49729, 2.86424, -3.90527)  0.007
P (1.08657, 1.07595, -1.68161)  0.069
C (1.88003, 0.15869, -3.01769)  0.009
C (0.73956, -0.58621, -3.86841)  0.001
C (2.93759, -0.71546, -2.42896)  0.001
C (2.23963, 1.92969, -0.52787)  0.163
C (3.19168, 2.96240, -0.75812)  -0.006
C (4.01609, 3.42962, 0.22084)  0.154
C (4.07850, 2.77165, 1.46528)  0.010
C (3.34577, 1.59841, 1.67681)  0.080
C (2.45189, 1.14305, 0.68344)  0.107
N (1.76573, -0.03451, 0.74127)  0.340
C (2.08265, -1.11234, 1.58869)  0.145
C (3.39747, -1.54597, 1.79607)  0.042
C (3.62235, -2.67843, 2.57974)  0.234
C (2.56872, -3.41020, 3.10197)  0.177
C (1.24095, -2.99968, 2.84633)  0.009
C (0.98853, -1.78769, 2.20605)  0.262
P (-0.72051, -1.14674, 1.80842)  0.063
C (-1.24614, -0.41227, 3.47839)  0.046
C (-0.47511, -0.95402, 4.75862)  0.007
C (-1.15644, 1.10068, 3.39522)  0.014
C (-1.65102, -2.71062, 1.65487)  0.005
C (-3.22547, -2.51843, 1.67110)  0.001
C (-1.23608, -3.31474, 0.30325)  0.003
H (-0.72219, 4.36435, -2.06448)  0.000
H (0.70179, 4.05780, -1.20803)  0.000
H (-0.71356, 3.25722, -0.74739)  0.001
H (-0.91215, 1.86101, -2.59223)  0.001
H (0.50181, 2.03898, -4.65470)  0.000
H (1.51594, 3.18231, -3.89388)  0.000
H (-0.20286, 3.58756, -4.37487)  0.002
H (2.19904, 0.97545, -3.65557)  0.001
H (0.49838, 0.02156, -4.75585)  0.000
H (-0.07511, -0.78032, -3.14334)  0.001
H (1.20015, -1.53643, -4.21132)  0.000
H (3.46505, -1.29977, -3.19124)  0.000
H (2.52489, -1.37275, -1.64937)  0.000
H (3.78076, -0.14337, -1.99439)  0.001
H (3.22451, 3.40605, -1.75089)  -0.003
H (4.66014, 4.30855, 0.10858)  0.006
H (4.79273, 3.13406, 2.18261)  -0.001
H (3.59368, 0.96299, 2.52453)  0.001
H (4.24380, -1.06599, 1.35657)  -0.001
H (4.62730, -2.96330, 2.79065)  0.009
H (2.78813, -4.29957, 3.68225)  0.006
H (0.44055, -3.68391, 3.16984)  -0.003
H (-2.24958, -0.79443, 3.66196)  0.002
H (0.56903, -0.66239, 4.77880)  0.002
H (-0.61784, -2.00734, 4.82509)  0.000
H (-1.00131, -0.53044, 5.64031)  0.002
H (-0.13341, 1.45541, 3.41982)  0.001
H (-1.64449, 1.50175, 4.32293)  0.001
H (-1.61490, 1.46562, 2.43528)  0.008
H (-1.45619, -3.37582, 2.54003)  0.001
H (-3.58975, -3.11059, 2.45761)  0.000
H (-3.69286, -2.89253, 0.73665)  0.000
H (-3.52740, -1.43020, 1.73956)  0.000
H (-1.81014, -2.75430, -0.43092)  0.001
H (-1.47271, -4.37571, 0.34645)  0.000
H (-0.15892, -3.27595, 0.09836)  0.001
C (-4.24955, -0.87509, -2.72956)  0.000
N (-4.24438, 0.25580, -1.86232)  0.001
C (-5.28328, 1.25400, -2.03833)  0.000
C (-3.21167, 0.55917, -1.03743)  0.003
O (-2.21095, -0.20207, -0.95444)  0.022
H (-3.56800, -1.57237, -2.22263)  0.000
H (-3.91887, -0.62506, -3.76864)  0.000
H (-5.21965, -1.29014, -2.85019)  0.000
H (-5.44839, 1.73940, -1.03897)  0.000
H (-6.17492, 0.78340, -2.47252)  0.000
H (-5.00922, 1.95044, -2.82508)  0.000
H (-3.29838, 1.45830, -0.41111)  0.001

***

2.
ORCA calculation (ωB97M-V/def2-TZVPD) on a structure of composition C27H43N3O6OsSi2.

Properties
E_LUMO: -5.4 eV
HOMO level: -13.204 eV
strongest force on any atom: 0.286 eV Å⁻¹
orbital gap: 0.285 hartree
net charge: +2

Each line ends with the Mulliken charge.
Positions of all 82 atoms, in Å:
Os (-0.38711, -0.43880, 0.39256)  1.682
C (-2.96310, 4.16300, 1.32499)  -0.993
N (-2.18867, 3.04411, 1.86145)  0.164
C (-1.68730, 3.22867, 3.22815)  -0.993
C (-1.86531, 1.98346, 1.16426)  0.768
O (-1.15852, 1.06262, 1.64911)  -0.886
C (-2.33310, 1.85920, -0.27920)  -1.544
O (-1.89124, 0.59834, -0.83311)  -0.555
C (-2.93127, -0.29413, -1.25599)  -1.908
C (-3.14735, -1.29663, -0.13904)  0.864
O (-2.19548, -1.42205, 0.68594)  -0.827
N (-4.25276, -1.98781, -0.05363)  0.157
C (-4.46578, -2.94221, 1.04133)  -1.056
C (-5.33691, -1.84384, -1.03310)  -0.969
H (-3.71355, 4.45353, 2.05745)  0.364
H (-2.30384, 5.01131, 1.14043)  0.342
H (-3.47089, 3.90087, 0.40172)  0.366
H (-2.53030, 3.26220, 3.91663)  0.339
H (-1.02586, 2.41256, 3.49393)  0.300
H (-1.14790, 4.17347, 3.27790)  0.353
H (-3.41742, 1.92539, -0.34725)  0.833
H (-1.89668, 2.65305, -0.88230)  0.747
H (-3.82666, 0.26724, -1.51085)  0.927
H (-2.57501, -0.80952, -2.15261)  0.569
H (-3.63450, -2.89796, 1.73586)  0.330
H (-5.38897, -2.68522, 1.55814)  0.409
H (-4.55422, -3.94670, 0.63011)  0.377
H (-4.94524, -1.74775, -2.04386)  0.416
H (-5.94266, -2.74467, -0.99747)  0.353
H (-5.97321, -0.99191, -0.79239)  0.307
C (3.48960, -1.05362, -2.75557)  -1.316
Si (2.75573, -0.52303, -1.11636)  0.822
C (2.97097, -2.05834, -0.06916)  -1.168
C (3.72422, 0.94601, -0.48107)  -1.010
C (0.84692, -0.12245, -1.41279)  2.347
C (0.35373, -1.39118, -1.96092)  -1.862
C (0.31792, -1.97815, -3.21999)  -0.716
C (-0.15755, -3.27688, -3.30852)  -0.689
C (-0.60169, -3.95482, -2.16774)  -1.073
C (-0.59897, -3.29803, -0.95588)  -0.722
N (-0.13921, -2.04411, -0.88636)  0.649
Si (0.66362, 1.52576, -2.37591)  0.608
C (2.10184, 1.91639, -3.49732)  -1.344
C (0.58612, 2.90777, -1.09977)  -0.970
C (-0.78675, 1.53354, -3.58049)  -1.164
H (4.55291, -1.22735, -2.55960)  0.373
H (3.43239, -0.32254, -3.55638)  0.344
H (3.08221, -2.00020, -3.11313)  0.365
H (4.04947, -2.23876, -0.02471)  0.528
H (2.53339, -2.92283, -0.57529)  0.274
H (2.60458, -2.05164, 0.95213)  0.158
H (4.48330, 0.57921, 0.21580)  0.541
H (3.11811, 1.67745, 0.04853)  0.055
H (4.25441, 1.44905, -1.29063)  0.460
H (0.68025, -1.44482, -4.08815)  0.644
H (-0.17436, -3.77859, -4.26754)  0.550
H (-0.94242, -4.97829, -2.22630)  0.535
H (-0.95015, -3.74739, -0.03645)  0.639
H (3.06242, 1.99414, -2.99234)  0.328
H (1.88276, 2.89687, -3.93397)  0.439
H (2.19700, 1.21439, -4.32618)  0.364
H (1.59911, 3.29111, -0.95711)  0.515
H (0.23634, 2.60551, -0.11304)  -0.055
H (-0.01528, 3.74858, -1.45878)  0.539
H (-0.51480, 0.93903, -4.45697)  0.378
H (-0.93858, 2.55341, -3.94649)  0.504
H (-1.74300, 1.16180, -3.22771)  0.134
O (1.57042, -2.43519, 4.19154)  -0.678
C (2.35702, -1.35097, 4.19760)  0.674
C (3.28626, -1.25124, 5.23394)  -0.782
C (4.12923, -0.16647, 5.30065)  -0.372
C (4.08325, 0.85732, 4.34250)  -1.185
C (3.17767, 0.77178, 3.31741)  -0.310
C (2.30129, -0.32719, 3.22881)  -0.015
C (1.38410, -0.38671, 2.13067)  1.556
O (0.53947, -1.35524, 1.95102)  -0.511
O (1.30164, 0.48426, 1.19553)  -0.861
H (0.95916, -2.40869, 3.44264)  0.346
H (3.32162, -2.04352, 5.96863)  0.505
H (4.84476, -0.10614, 6.11032)  0.422
H (4.75612, 1.69994, 4.41315)  0.463
H (3.12225, 1.54127, 2.55855)  0.506

***

3.
ORCA calculation (ωB97M-V/def2-TZVPD) on a cluster of 2 separate species, C27H43O9P in total in a non-equilibrium geometry.

Properties
E_LUMO: -1.6 eV
HOMO level: -8.268 eV
strongest force on any atom: 5.874 eV Å⁻¹
orbital gap: 0.246 hartree

Each line ends with the Mulliken charge.
Positions of all 80 atoms, in Å:
C (1.76546, 5.16337, -0.37198)  -0.405
C (1.18137, 4.37456, 0.47981)  -0.573
C (0.26164, 3.20256, 1.12502)  -0.204
C (-0.33428, 2.18498, 0.01265)  -0.039
O (-1.15767, 1.12152, 0.53498)  0.037
C (-0.49429, 0.19508, 1.40587)  0.039
C (0.03891, -1.16308, 0.65423)  -0.566
C (-1.05181, -1.82198, -0.33309)  -0.336
C (-1.14651, -3.41342, 0.04927)  -0.383
C (-2.01107, -4.24741, -1.07567)  -0.873
C (-1.66174, -0.34939, 2.42658)  -0.581
C (-2.23595, 0.80245, 3.39727)  -0.790
C (-3.32081, 1.78346, 2.72390)  -0.151
C (-4.51759, 1.04534, 1.93312)  -0.837
C (-4.45341, 1.21138, 0.31655)  0.824
C (-5.75654, 2.02156, -0.27537)  -1.107
C (0.68436, 1.76770, -1.16555)  -0.356
O (0.00063, 0.69094, -1.92081)  -0.001
C (-0.20810, 1.08542, -3.29966)  -0.293
C (-1.45339, 2.07614, -3.54320)  -0.491
O (-2.75617, 1.43336, -3.53109)  -0.260
C (-3.00907, 0.68164, -4.72030)  0.638
C (-2.57280, 1.08857, -6.20974)  -0.780
O (-3.68310, -0.40035, -4.59335)  -0.566
P (2.48809, 1.42687, -0.75704)  -0.347
C (2.86296, 1.04973, 1.05229)  -0.494
O (2.81514, -0.10883, -1.54387)  -0.551
H (2.39742, 5.94355, -0.93540)  0.348
H (0.74923, 2.71082, 2.02853)  0.372
H (-0.66638, 3.77318, 1.53812)  0.451
H (-1.11948, 2.86201, -0.53293)  0.024
H (0.31496, 0.61560, 2.09761)  0.169
H (1.04699, -0.99809, 0.13293)  -0.173
H (0.23351, -1.91588, 1.51983)  0.651
H (-2.06915, -1.29774, -0.28883)  -0.046
H (-0.57527, -1.80804, -1.39465)  0.229
H (-0.06091, -3.82801, 0.09783)  0.256
H (-1.68176, -3.55123, 1.05980)  0.204
H (-1.25199, -4.96477, -1.57067)  0.243
H (-2.38994, -3.45377, -1.82292)  0.245
H (-2.86128, -4.80451, -0.53712)  0.276
H (-2.51391, -0.81438, 1.79305)  0.054
H (-1.20609, -1.19459, 3.05581)  0.436
H (-1.38560, 1.42117, 3.89944)  0.263
H (-2.77586, 0.28070, 4.28911)  0.350
H (-3.75972, 2.48373, 3.52542)  0.434
H (-2.78880, 2.47840, 1.95961)  -0.168
H (-4.53327, -0.08377, 2.18997)  0.312
H (-5.50904, 1.46863, 2.37359)  0.414
H (-4.35525, 0.16850, -0.19046)  0.158
H (-3.54227, 1.83565, -0.03294)  -0.583
H (-6.56626, 1.99058, 0.53376)  0.363
H (-5.39725, 3.09892, -0.52430)  0.265
H (-6.08365, 1.55988, -1.27270)  0.247
H (0.69033, 2.66166, -1.91493)  0.741
H (-0.41159, 0.11870, -3.90381)  0.309
H (0.72162, 1.57404, -3.78113)  0.300
H (-1.46625, 2.83930, -2.66365)  0.179
H (-1.26305, 2.73331, -4.48642)  0.286
H (-1.42825, 1.29910, -6.22259)  0.240
H (-3.10362, 2.02283, -6.61973)  0.281
H (-2.75874, 0.21767, -6.92738)  0.285
H (2.33892, 0.11541, 1.48233)  0.079
H (3.99474, 0.77859, 1.07954)  0.308
H (2.78976, 1.97033, 1.76006)  0.365
H (2.97345, 0.04448, -2.50168)  0.284
O (7.92735, -2.31394, 3.79095)  -0.607
C (7.07125, -2.64990, 2.98944)  0.857
C (6.30173, -1.67603, 2.20702)  -0.669
C (5.36078, -2.08177, 1.35120)  -0.033
O (4.63975, -1.18616, 0.61557)  -0.259
C (5.05598, -3.52837, 1.16170)  1.055
O (4.17718, -3.86317, 0.38507)  -0.601
C (5.84195, -4.50328, 1.92630)  -0.993
C (6.78501, -4.09767, 2.77931)  0.361
O (7.52508, -4.99405, 3.49490)  -0.565
H (6.53150, -0.62931, 2.35583)  0.448
H (4.02494, -1.72575, 0.07634)  0.234
H (5.62286, -5.55074, 1.76625)  0.416
H (8.13404, -4.45394, 4.03719)  0.350